C49H114F3N4O13Y as an isolated structure at a distorted geometry, computed with ωB97M-V/def2-TZVPD.

XYZ file:
```
184
C49H114F3N4O13Y (ωB97M-V/def2-TZVPD)
Y 5.3978 -2.9354 -1.7816
C 1.9506 -1.7474 -0.7316
O 1.7452 -1.6843 0.6336
O 3.1922 -2.3861 -0.9506
C 0.8547 -2.2918 -1.6197
F -0.2580 -1.5677 -1.5906
F 1.2104 -2.2895 -2.9108
F 0.4403 -3.5345 -1.2778
C 0.8565 -0.7614 1.2668
C 0.4897 -1.2928 2.6274
H -0.1627 -0.5628 3.1110
H 0.0242 -2.2713 2.5240
H 1.3231 -1.3169 3.3337
H -0.0558 -0.7383 0.6643
H 1.2540 0.2561 1.2422
H 2.1401 -0.6963 -0.9869
O 0.8577 -2.4240 6.4351
H 0.5525 -3.2532 6.8178
H 0.2246 -2.2322 5.7373
O 3.9463 -4.2694 -3.0592
H 4.0654 -4.7360 -3.9005
H 3.1725 -4.7041 -2.6376
O 3.4335 -3.6917 2.1734
H 3.1365 -3.0355 1.5346
H 2.8924 -3.5298 2.9510
O 4.4328 -1.4930 -3.3957
H 3.9368 -0.6677 -3.2386
H 5.3188 -1.1948 -3.6271
C 3.0131 3.7182 -0.0492
C 1.8305 4.2673 0.7806
C 2.5641 5.0697 1.8750
C 1.7111 6.0331 2.6688
C 0.7708 6.8245 1.7920
C 0.0320 6.0622 0.6441
N 0.9998 5.1780 0.0105
O 0.4516 4.5912 -1.1615
C -1.1846 5.2745 1.2016
C -0.4709 7.1861 -0.2332
C 1.0956 3.0654 1.4568
H 3.4325 4.5164 -0.6588
H 2.5319 2.9736 -0.6905
H 3.7053 3.2764 0.6638
H 2.7861 4.2793 2.5972
H 3.4585 5.6045 1.5557
H 2.3454 6.7083 3.2440
H 1.1265 5.4626 3.3963
H 1.2828 7.7509 1.5248
H -0.0132 7.1948 2.4595
H -1.0018 4.7685 2.1514
H -2.0180 5.9495 1.4020
H -1.5663 4.4805 0.5581
H 0.2647 7.7301 -0.8289
H -0.9264 6.6204 -1.0582
H -1.2490 7.8578 0.1179
H 0.6260 3.2780 2.4174
H 1.8728 2.3687 1.7848
H 0.3946 2.6337 0.7428
H 0.9615 4.9970 -1.8690
C -1.0533 2.0762 -4.2466
C 0.4367 1.7729 -4.5764
C 0.5477 0.4209 -5.3325
C 0.2046 0.5984 -6.8128
C 1.0699 1.6441 -7.4383
C 0.9790 3.0317 -6.7842
N 1.0384 2.8680 -5.3248
O 0.7542 4.0796 -4.6346
C 2.2308 3.9025 -7.1480
C -0.2854 3.7963 -7.2547
C 1.2120 1.4387 -3.2671
H -1.1557 2.5135 -3.2514
H -1.6480 1.1664 -4.1223
H -1.5881 2.6936 -4.9624
H 1.5284 -0.0516 -5.4358
H -0.1845 -0.2636 -4.9039
H -0.8382 0.8924 -6.9813
H 0.2406 -0.3077 -7.4229
H 0.8001 1.6489 -8.4958
H 2.0991 1.2687 -7.4227
H 3.0899 3.2556 -6.9610
H 2.2673 4.1177 -8.2161
H 2.2433 4.8116 -6.5521
H -0.4122 3.6862 -8.3353
H -1.1745 3.3028 -6.8660
H -0.1938 4.8717 -7.1225
H 1.3994 2.3665 -2.7186
H 2.2102 1.0277 -3.4440
H 0.6234 0.8248 -2.5844
H 1.6551 4.3622 -4.4448
C -1.7013 0.8841 8.1662
C -1.2119 1.5503 6.8472
C -2.4133 1.5474 5.8851
C -3.5697 2.4970 6.1815
C -2.9611 3.9173 6.1219
C -1.7084 4.0010 7.0655
N -0.6934 2.9100 6.9444
O 0.3228 3.0801 7.9315
C -1.0213 5.2953 6.6794
C -2.2989 4.3031 8.4756
C -0.1332 0.6623 6.2342
H -2.6842 1.1968 8.5189
H -1.0950 1.2954 8.9781
H -1.5667 -0.1934 8.1057
H -2.1436 1.6620 4.8312
H -2.7980 0.5236 5.9334
H -4.0307 2.3316 7.1566
H -4.3513 2.2677 5.4560
H -3.7798 4.5809 6.3954
H -2.6610 4.1681 5.1024
H -0.6372 5.3035 5.6557
H -1.7150 6.1362 6.6721
H -0.1851 5.4019 7.3701
H -1.6502 4.8808 9.1390
H -3.1502 4.9853 8.4737
H -2.5824 3.4029 9.0222
H 0.7843 0.4241 6.7707
H 0.2288 1.0754 5.2859
H -0.5895 -0.2713 5.8981
H 1.0606 2.7647 7.3978
C -2.8562 -3.9502 -7.4326
C -1.7736 -4.0629 -6.3468
C -1.5818 -2.6588 -5.7392
C -2.6556 -2.3394 -4.6449
C -2.6524 -3.3685 -3.5460
C -2.9538 -4.7837 -4.1085
N -2.0581 -5.0659 -5.2822
O -2.2744 -6.3530 -5.8090
C -2.4282 -5.7531 -3.0359
C -4.4166 -5.0102 -4.4719
C -0.4496 -4.4847 -7.0039
H -3.2817 -4.8962 -7.7674
H -2.5815 -3.3914 -8.3313
H -3.6616 -3.2784 -7.1219
H -0.5494 -2.7477 -5.3864
H -1.6081 -1.8729 -6.4934
H -3.6096 -2.2735 -5.1754
H -2.4959 -1.2975 -4.3568
H -3.2931 -3.0899 -2.7092
H -1.6141 -3.2832 -3.2150
H -1.3638 -5.7486 -2.8021
H -2.8876 -5.5657 -2.0601
H -2.7162 -6.7764 -3.2825
H -4.6741 -5.9698 -4.9124
H -5.0441 -4.7610 -3.6135
H -4.6947 -4.1734 -5.1176
H -0.6599 -5.3633 -7.6135
H 0.3694 -4.7318 -6.3264
H -0.0833 -3.6569 -7.6144
H -3.2329 -6.3401 -5.9413
C 2.3080 -8.3733 -0.9496
C 1.2816 -7.2789 -0.7826
C 0.6439 -7.2490 0.5842
O 1.9390 -6.0312 -0.9194
H 3.2292 -8.3487 -0.3675
H 2.6410 -8.4422 -1.9890
H 1.8138 -9.3254 -0.7493
H 0.4676 -7.4512 -1.4925
H 1.3208 -6.9872 1.4044
H 0.2176 -8.1793 0.9580
H -0.0012 -6.3658 0.6012
H 1.3448 -5.2901 -0.8053
C 3.8132 -0.0142 5.8107
C 4.6224 -1.2823 6.2424
C 4.9646 -1.3207 7.7321
O 3.8649 -2.4003 5.8558
H 3.5102 0.0250 4.7644
H 4.4118 0.8874 5.9724
H 2.9581 0.1659 6.4683
H 5.5043 -0.9846 5.6667
H 5.4515 -0.4140 8.0819
H 5.5467 -2.2380 7.8331
H 4.0422 -1.5452 8.2710
H 2.9482 -2.1707 6.0519
C -4.8262 -2.1783 1.5445
C -3.9359 -1.7633 0.4116
C -3.5464 -0.3025 0.5753
O -2.7241 -2.4715 0.3757
H -5.8375 -1.7807 1.5028
H -4.3126 -1.9563 2.4845
H -4.9430 -3.2625 1.6282
H -4.5429 -1.8305 -0.5014
H -2.8743 -0.2073 1.4252
H -4.4877 0.2359 0.7121
H -3.2145 0.0445 -0.4069
H -2.1764 -1.9357 -0.2053
```

Total charge: +2
HOMO level (eV): -11.0
Lowest unoccupied orbital energy (eV): -9.93
Kohn-Sham gap (eV): 1.1
E_tot (eV): -94410.546